1.
Molecular formula: C22H46N2O14
Method: DFT, ωB97M-V/def2-TZVPD

Each line ends with the Mulliken charge.
Cartesian coordinates (Å):
C: -0.2780 -0.3341 4.4714  -0.328
N: -1.3896 -0.2326 3.4417  0.813
O: -2.4907 -0.6723 3.7098  -0.604
O: -1.0517 0.0448 2.3345  -0.344
H: 0.5308 0.2969 4.1378  0.012
H: 0.0674 -1.3395 4.2430  0.166
H: -0.7566 -0.1075 5.4133  0.333
C: -1.2412 -0.3537 -1.2092  -1.008
N: 0.2179 -0.5365 -1.3102  1.145
O: 0.8000 0.2826 -1.9965  -0.661
O: 0.7309 -1.4502 -0.6781  -0.534
H: -1.7288 -1.0265 -1.9461  0.371
H: -1.3961 0.6678 -1.6313  0.388
H: -1.5929 -0.4867 -0.2210  0.208
C: -0.2970 4.7308 3.2798  -1.474
C: 0.6511 3.7055 2.7531  0.256
O: 1.4188 4.1187 1.6422  -0.302
C: 0.7959 4.2553 0.4543  0.904
C: 1.6290 4.8749 -0.5918  -1.082
O: -0.3427 3.8843 0.2409  -0.588
H: -0.8764 4.4157 4.1403  0.421
H: -1.0910 4.9713 2.5365  0.348
H: 0.2463 5.6780 3.4380  0.313
H: 1.4287 3.5455 3.4599  0.221
H: 0.2172 2.7324 2.5188  0.096
H: 2.5708 5.3025 -0.2055  0.284
H: 1.0944 5.6731 -1.1117  0.354
H: 1.9214 4.1283 -1.3377  0.223
C: 2.5834 0.7629 0.7792  0.398
C: 3.8825 0.5004 1.5450  -0.134
O: 4.3905 1.7603 2.1112  -0.375
C: 3.8943 2.0788 3.3126  0.876
C: 4.2822 3.4798 3.6932  -1.116
O: 3.1717 1.3784 3.9964  -0.571
H: 2.6444 1.1742 -0.2664  0.269
H: 1.9969 1.5083 1.3442  -0.248
H: 1.9900 -0.1311 0.6503  -0.278
H: 3.8131 -0.2424 2.3272  -0.023
H: 4.7421 0.2325 0.9144  0.289
H: 5.3408 3.6893 3.6176  0.413
H: 3.8820 3.7051 4.6634  0.317
H: 3.8964 4.1617 2.9283  0.169
C: -7.9817 -0.2462 -3.5124  -1.201
C: -6.5619 -0.5434 -3.0133  -0.177
O: -6.4280 -0.3164 -1.5735  -0.329
C: -5.2012 -0.6736 -1.0128  0.675
C: -5.0985 -0.5203 0.4992  -0.743
O: -4.3468 -1.1390 -1.6753  -0.528
H: -8.7580 -0.9839 -3.2858  0.304
H: -7.9898 -0.2219 -4.5945  0.367
H: -8.3506 0.6715 -3.0904  0.321
H: -6.3305 -1.5645 -3.2612  0.295
H: -5.8419 0.0507 -3.5280  0.308
H: -4.5908 -1.4299 0.9284  0.236
H: -6.0104 -0.2095 1.0598  0.313
H: -4.3644 0.2983 0.6983  0.169
C: 3.1885 -2.2537 4.4827  -1.030
C: 2.8919 -3.1787 3.2955  -0.314
O: 1.5014 -2.9686 2.9391  -0.154
C: 1.1185 -3.6049 1.7743  0.749
C: -0.3442 -3.3434 1.5890  -0.812
O: 1.7901 -4.3238 1.0755  -0.584
H: 2.7709 -2.5391 5.4146  0.400
H: 2.8943 -1.2563 4.2004  0.069
H: 4.2571 -2.3770 4.6836  0.374
H: 3.4381 -2.9918 2.3740  0.391
H: 3.0147 -4.1769 3.6629  0.317
H: -0.9779 -3.6888 2.3973  0.377
H: -0.7954 -3.8386 0.7606  0.409
H: -0.5828 -2.3190 1.4426  -0.156
C: 1.8870 -0.8060 -4.8312  -0.713
C: 0.9536 -2.0331 -4.7988  -0.237
O: 1.0321 -2.8865 -5.9499  -0.389
C: 0.3433 -2.5923 -7.0645  0.716
C: 0.5672 -3.5712 -8.1379  -0.991
O: -0.4349 -1.6489 -7.2005  -0.583
H: 1.6629 -0.2252 -3.9377  0.066
H: 1.6214 -0.1642 -5.6548  0.353
H: 2.9133 -1.1810 -4.8111  0.281
H: 1.2359 -2.7322 -4.0351  0.294
H: -0.0988 -1.7939 -4.7200  0.359
H: 0.4667 -3.1324 -9.1186  0.324
H: -0.2652 -4.2431 -7.9675  0.249
H: 1.5066 -4.1282 -8.0956  0.307

Output
- SMILES = C[N+](=O)[O-].C[N+](=O)[O-].CCOC(C)=O.CCOC(C)=O.CCOC(C)=O.CCOC(C)=O.CCOC(C)=O
- HOMO-LUMO gap (eV) = 10.3
- ΔE to the lowest compared entry with this formula, charge and spin (kJ/mol) = 429.89
- total charge = 0
- HOMO energy (eV) = -10.039

---

2.
Molecular formula: C56H56N2P2PdS5SeSi
Method: DFT, ωB97M-V/def2-TZVPD

Each line ends with the Mulliken spin population.
Cartesian coordinates (Å):
Pd: 0.7884 -0.6244 0.0829  0.457
C: 0.8205 0.5977 3.6804  0.031
Si: 0.8692 -0.8600 2.4150  0.424
C: 2.5118 -1.7870 2.7927  0.062
C: 2.7496 -2.3802 4.0225  -0.030
C: 3.9232 -3.0803 4.2589  0.009
C: 4.8844 -3.1702 3.2655  -0.005
C: 4.6882 -2.5502 2.0435  0.009
C: 3.4983 -1.8659 1.8041  -0.032
P: 3.1505 -1.0484 0.2145  0.167
C: 4.4759 -1.6531 -0.8733  0.090
C: 5.4245 -0.8185 -1.4583  0.029
C: 6.3707 -1.3536 -2.3148  -0.011
C: 6.3654 -2.7085 -2.6075  0.023
C: 5.4009 -3.5372 -2.0521  -0.011
C: 4.4559 -3.0117 -1.1961  0.047
C: 3.5874 0.6933 0.5342  0.015
C: 4.4034 1.0695 1.5946  0.035
C: 4.6582 2.4098 1.8255  0.003
C: 4.1077 3.3757 0.9995  0.010
C: 3.3049 3.0039 -0.0665  -0.001
C: 3.0311 1.6684 -0.2952  0.063
C: -0.6185 -2.0386 2.7350  0.026
C: -1.1954 -2.1905 3.9899  -0.024
C: -2.2792 -3.0259 4.1862  -0.002
C: -2.8252 -3.7194 3.1151  0.005
C: -2.2892 -3.5609 1.8523  -0.010
C: -1.1992 -2.7169 1.6619  0.025
P: -0.5059 -2.6022 -0.0257  0.212
C: 0.1001 -4.3128 -0.1170  -0.001
C: -0.6181 -5.4328 -0.5238  0.000
C: -0.0221 -6.6811 -0.4539  -0.001
C: 1.2679 -6.8234 0.0315  0.007
C: 1.9727 -5.7106 0.4654  -0.003
C: 1.3884 -4.4640 0.3894  0.031
C: -2.0064 -2.4155 -1.0113  0.017
C: -2.9116 -1.4498 -0.5621  0.016
C: -4.0430 -1.1695 -1.2997  -0.013
C: -4.2754 -1.8394 -2.4943  0.021
C: -3.3592 -2.7692 -2.9624  -0.011
C: -2.2133 -3.0460 -2.2359  0.021
H: 1.4807 0.4049 4.5157  0.008
H: -0.1872 0.7474 4.0472  -0.004
H: 1.1445 1.5165 3.1958  -0.013
H: 2.0025 -2.3042 4.8000  0.000
H: 4.0876 -3.5566 5.2164  0.001
H: 5.7888 -3.7392 3.4364  0.000
H: 5.4504 -2.6164 1.2761  0.000
H: 5.4341 0.2381 -1.2274  0.006
H: 7.1191 -0.7114 -2.7548  0.000
H: 7.1084 -3.1185 -3.2733  0.002
H: 5.3810 -4.5886 -2.2946  0.000
H: 3.6972 -3.6522 -0.7650  -0.002
H: 4.8296 0.3111 2.2377  0.001
H: 5.2908 2.6968 2.6522  0.001
H: 4.3044 4.4210 1.1835  0.001
H: 2.8974 3.7626 -0.7181  -0.001
H: 2.3984 1.3734 -1.1303  -0.026
H: -0.7895 -1.6431 4.8258  0.001
H: -2.7052 -3.1449 5.1717  0.000
H: -3.6612 -4.3861 3.2638  0.000
H: -2.7122 -4.0952 1.0098  0.002
H: -1.6342 -5.3408 -0.8840  0.001
H: -0.5729 -7.5538 -0.7766  0.000
H: 1.7220 -7.8016 0.0739  0.000
H: 2.9726 -5.8160 0.8601  0.000
H: 1.9165 -3.5733 0.7216  -0.015
H: -2.7071 -0.9367 0.3760  -0.002
H: -4.7485 -0.4288 -0.9467  0.000
H: -5.1747 -1.6339 -3.0605  0.002
H: -3.5379 -3.2774 -3.9004  0.000
H: -1.4802 -3.7490 -2.6129  0.005
C: 0.8133 1.3534 -5.5231  0.005
S: -0.4568 0.0471 -5.3783  0.002
C: 0.4699 -1.2570 -4.6521  0.031
C: 0.7828 -1.2827 -3.3326  -0.004
S: 0.4838 0.0207 -2.3024  0.086
S: 1.5611 -2.7445 -2.7356  -0.009
C: 1.5702 -3.5937 -4.2695  0.003
S: 2.1578 -5.1105 -4.4386  0.009
S: 0.8849 -2.6793 -5.5878  -0.001
H: 0.2881 2.2491 -5.8382  0.000
H: 1.5412 1.0540 -6.2723  0.000
H: 1.2784 1.5093 -4.5530  -0.001
C: -1.0392 5.6023 -0.6194  0.011
C: -0.5256 5.2689 -2.0189  -0.004
C: -0.1307 3.8054 -2.2041  0.006
C: -1.3065 2.8525 -2.3992  -0.011
N: -2.2364 2.8561 -1.3039  0.019
C: -2.0129 2.3800 -0.0497  0.124
Se: -0.4444 1.7114 0.6510  0.031
N: -3.1532 2.5642 0.6845  0.023
C: -3.3539 2.1327 2.0464  0.002
C: -2.7163 3.0754 3.0721  0.006
C: -3.2469 4.5090 2.9992  0.000
C: -4.5466 4.6852 3.7783  0.000
C: -4.0750 3.2258 -0.0919  0.001
C: -5.3418 3.7181 0.1801  0.002
C: -5.9974 4.4002 -0.8324  0.003
C: -5.4250 4.5618 -2.0869  0.003
C: -4.1698 4.0583 -2.3768  0.002
C: -3.4922 3.4020 -1.3600  -0.005
H: -0.9398 6.6683 -0.4298  0.000
H: -0.4736 5.0625 0.1386  0.000
H: -2.0887 5.3490 -0.5034  -0.002
H: 0.3587 5.8766 -2.2142  0.000
H: -1.2772 5.5458 -2.7604  0.000
H: 0.4506 3.4825 -1.3407  -0.003
H: 0.5021 3.7009 -3.0875  0.001
H: -0.9253 1.8358 -2.5278  0.002
H: -1.8578 3.1250 -3.2998  0.000
H: -2.9035 1.1393 2.1486  -0.001
H: -4.4302 2.0493 2.2087  0.000
H: -1.6388 3.0673 2.8978  0.000
H: -2.9009 2.6753 4.0709  0.000
H: -3.3929 4.7930 1.9545  0.001
H: -2.4961 5.1860 3.4120  0.000
H: -5.3040 3.9720 3.4543  0.000
H: -4.9412 5.6900 3.6346  0.000
H: -4.3711 4.5308 4.8424  0.000
H: -5.8017 3.5855 1.1443  -0.001
H: -6.9744 4.8145 -0.6478  0.001
H: -5.9709 5.0903 -2.8506  0.001
H: -3.7381 4.1755 -3.3555  0.000

Output
- spin multiplicity = 3
- HOMO-LUMO gap (spin up / spin down) (eV) = 5.7 / 5.4
- total charge = 0
- HOMO energy (spin up / spin down) (eV) = -5.261 / -6.755

---

The following max |F| values (in Eh/bohr) correspond, in order, to the records above: 0.0604; 0.0211.